Below is an isolated ion of composition C8H10N4O and charge +2 in a non-equilibrium geometry, with properties calculated with ωB97M-V with the def2-TZVPD basis set.

Values from the calculation:
**Charge**: +2
**Relative energy (zero: lowest compared OMol25 entry of this formula, charge and spin)**: 5.712 eV

Positions of all 23 atoms, in Å:
C 2.454 0.440 0.940
C 1.728 1.497 1.232
C -0.612 -0.516 0.169
C 0.709 -0.747 -0.236
C -3.006 0.010 -0.549
C -1.047 1.748 -0.850
C -1.509 0.269 -0.775
C 2.868 -1.616 -0.366
N -0.241 2.090 0.000
N -3.536 -0.878 0.134
N 1.920 -0.702 0.151
N 0.433 1.675 0.862
O -1.099 -1.277 1.024
H 3.389 0.477 1.311
H 2.206 2.277 1.889
H -3.598 0.893 -0.850
H -1.609 2.421 -1.454
H -2.796 -1.507 0.519
H -1.394 0.002 -1.790
H 2.695 -1.706 -1.430
H 2.653 -2.606 0.094
H 3.934 -1.322 -0.166
H -4.541 -0.923 0.137

Cartesian forces (eV/Å) of the 2 atoms listed first:
C -3.29 -1.16 -1.40
C 0.96 1.02 -0.02

***

Below is a 3-piece molecular cluster, C18H27BF2NOSi overall in a non-equilibrium geometry, with properties calculated with ωB97M-V with the def2-TZVPD basis set.

Values from the calculation:
**Charge**: -1
**Electronic energy**: -36632.416 eV

Positions of all 51 atoms, in Å:
C -1.907 1.398 4.529
B -1.807 2.163 3.110
O -2.910 1.914 2.252
C -0.655 3.078 2.751
C -0.757 4.425 3.416
N 0.549 5.145 3.452
Si -0.154 3.110 1.003
C -1.066 1.918 -0.165
C -0.230 4.810 0.152
C 1.655 2.553 0.816
H -2.896 1.008 4.802
H -1.578 2.080 5.321
H -1.194 0.567 4.543
H -3.308 1.052 2.408
H -1.447 5.140 2.929
H -1.157 4.292 4.440
H 1.185 4.616 4.040
H 0.440 6.079 3.837
H -0.677 2.056 -1.180
H -2.137 2.121 -0.177
H -0.924 0.869 0.114
H 0.638 5.405 0.447
H -1.121 5.364 0.463
H -0.244 4.723 -0.939
H 2.050 2.628 -0.204
H 2.273 3.171 1.475
H 1.751 1.516 1.152
F -0.056 0.794 -3.402
C 0.970 0.023 -2.994
C 2.228 0.282 -3.500
C 3.284 -0.517 -3.083
C 3.071 -1.550 -2.181
C 1.794 -1.782 -1.688
C 0.727 -0.992 -2.090
H 2.366 1.098 -4.197
H 4.279 -0.324 -3.463
H 3.897 -2.169 -1.857
H 1.624 -2.577 -0.975
H -0.272 -1.142 -1.706
F 1.656 -4.917 -1.744
C 0.479 -5.566 -1.858
C -0.038 -6.203 -0.748
C -1.254 -6.859 -0.877
C -1.924 -6.870 -2.092
C -1.376 -6.217 -3.188
C -0.163 -5.553 -3.080
H 0.504 -6.176 0.188
H -1.681 -7.360 -0.018
H -2.873 -7.380 -2.184
H -1.898 -6.217 -4.137
H 0.283 -5.026 -3.912

Cartesian forces (eV/Å) of the 2 atoms listed first:
C 0.02 0.21 0.12
B 0.08 -0.08 0.39

***

Below is a single C5H14N2 molecule in a non-equilibrium geometry, with properties calculated with ωB97M-V with the def2-TZVPD basis set.

Values from the calculation:
**Relative energy (zero: lowest compared OMol25 entry of this formula, charge and spin)**: 2.162 eV

Positions of all 21 atoms, in Å:
C -0.667 0.815 -2.769
C -0.991 0.370 -1.326
N 0.075 -0.252 -0.578
C 1.278 0.505 -0.480
C -0.527 -0.722 0.668
C 0.517 -1.028 1.850
N 0.135 -0.834 3.272
H -0.263 0.066 -3.456
H -1.584 1.193 -3.205
H 0.037 1.659 -2.716
H -1.847 -0.294 -1.521
H -1.351 1.185 -0.668
H 1.110 1.331 0.301
H 1.378 1.103 -1.377
H 2.197 0.019 -0.133
H -1.258 -0.090 1.209
H -0.952 -1.699 0.424
H 0.568 -2.099 1.634
H 1.501 -0.564 1.735
H -0.394 0.017 3.440
H 1.040 -0.683 3.696

Cartesian forces (eV/Å) of the 2 atoms listed first:
C 0.60 1.11 0.83
C -0.27 0.09 -1.16

***

Below is a single C6H12N2O molecule in a non-equilibrium geometry, with properties calculated with ωB97M-V with the def2-TZVPD basis set.

Values from the calculation:
**Relative energy (zero: lowest compared OMol25 entry of this formula, charge and spin)**: 0.725 eV

Positions of all 21 atoms, in Å:
C 0.783 0.882 -1.862
C 0.047 0.444 -0.622
C 0.691 0.999 0.723
N -0.269 1.563 1.647
C -1.440 0.185 -0.699
C -0.483 -0.976 -0.554
C -0.468 -1.682 0.762
N 0.750 -2.174 1.146
O -1.513 -1.992 1.326
H 0.926 1.968 -1.864
H 1.764 0.399 -1.918
H 0.225 0.621 -2.769
H 1.364 1.811 0.423
H 1.372 0.320 1.242
H -0.881 0.831 2.005
H -0.870 2.226 1.160
H -2.087 0.400 0.145
H -1.944 0.310 -1.652
H -0.362 -1.631 -1.411
H 1.613 -1.841 0.742
H 0.781 -2.665 2.030

Cartesian forces (eV/Å) of the 2 atoms listed first:
C -0.11 -0.07 -0.23
C 0.66 -0.32 1.01

***

Below is C23H52GdOP4 as an isolated structure in a non-equilibrium geometry, with properties calculated with ωB97M-V with the def2-TZVPD basis set.

Values from the calculation:
**Charge**: +3
**2S+1**: 8
**<S²>**: 16.0450
**Relative energy (zero: lowest compared OMol25 entry of this formula, charge and spin)**: 0.214 eV

Positions of all 81 atoms, in Å:
Gd 0.500 -0.269 0.787
P 2.634 0.883 2.148
P -0.328 1.953 -0.753
P 2.325 -0.707 -1.327
H -1.187 -2.674 0.826
C -0.139 -2.626 0.511
C 0.890 -2.585 1.449
H 0.681 -2.646 2.526
C 2.367 1.343 3.906
C 3.336 2.457 1.519
C 4.163 -0.115 2.284
C -1.659 1.528 -1.943
C -1.124 3.331 0.163
C 0.776 2.904 -1.863
C 3.279 -2.278 -1.292
C 3.674 0.458 -1.760
C 1.489 -0.868 -2.956
H 0.042 -2.893 -0.532
H 1.928 -2.840 1.188
H 2.009 0.472 4.471
H 1.617 2.144 3.976
H 3.320 1.690 4.332
H 2.565 3.238 1.531
H 3.708 2.336 0.494
H 4.164 2.755 2.180
H 3.935 -1.075 2.760
H 4.875 0.441 2.906
H 4.598 -0.299 1.294
H -1.995 2.463 -2.413
H -2.498 1.067 -1.409
H -1.298 0.841 -2.719
H -1.432 4.106 -0.553
H -0.411 3.767 0.876
H -2.003 2.969 0.710
H 0.196 3.748 -2.263
H 1.130 2.281 -2.693
H 1.634 3.293 -1.301
H 3.774 -2.445 -2.261
H 2.602 -3.113 -1.081
H 4.041 -2.238 -0.502
H 4.174 0.096 -2.670
H 4.413 0.521 -0.950
H 3.274 1.465 -1.947
H 2.219 -1.251 -3.683
H 1.093 0.094 -3.310
H 0.652 -1.575 -2.889
C -1.711 -1.015 -6.038
C -2.815 -1.406 -6.820
C -3.071 -2.771 -6.974
C -2.216 -3.724 -6.395
C -1.058 -3.313 -5.716
C -0.777 -1.953 -5.584
O -1.538 0.264 -5.568
H -2.239 0.831 -5.932
H -3.473 -0.653 -7.270
H -3.942 -3.105 -7.544
H -2.442 -4.793 -6.483
H -0.369 -4.043 -5.288
H 0.130 -1.597 -5.092
C -2.117 2.903 3.705
C -1.708 1.553 4.288
P -1.147 0.296 3.054
C -0.949 -1.266 4.036
C -1.650 -1.294 5.384
C -2.655 -0.077 2.040
C -3.842 -0.470 2.906
H -1.303 3.395 3.162
H -2.405 3.576 4.519
H -2.979 2.828 3.032
H -0.867 1.701 4.988
H -2.535 1.149 4.899
H -1.225 -2.128 3.407
H 0.138 -1.357 4.194
H -2.745 -1.284 5.311
H -1.360 -2.213 5.909
H -1.340 -0.450 6.003
H -2.881 0.833 1.461
H -2.420 -0.863 1.296
H -4.064 0.301 3.650
H -4.726 -0.578 2.266
H -3.697 -1.426 3.426

Cartesian forces (eV/Å) of the 2 atoms listed first:
Gd -0.25 3.33 0.32
P 1.73 1.01 1.08